Entry from OMol25: CH6N4S2 in the gas phase (wB97M-V/def2-TZVPD).

Properties
gap between HOMO and LUMO	8.41	eV
SMILES string	NN/C(=N/S)NS
charge	0
highest occupied orbital energy	-7.941	eV

```
13
Properties=species:S:1:pos:R:3:forces:R:3
N -2.430 -1.016 -0.163 -0.434 -2.529 1.246
N -1.109 -1.598 0.168 -0.846 -0.783 -0.870
C -0.044 -0.693 0.176 0.369 -1.093 -1.175
N 1.099 -1.100 -0.280 -1.642 0.760 0.824
S 2.452 -0.153 -0.069 -0.533 2.682 0.587
N -0.335 0.566 0.689 -1.651 0.428 4.452
S -0.762 1.916 -0.161 0.683 1.180 -1.579
H -2.578 -0.806 -1.172 0.322 -0.868 0.829
H -3.149 -1.763 0.218 1.840 2.273 -1.382
H -0.850 -2.560 -0.221 -0.575 2.099 0.436
H 1.825 1.175 0.336 1.334 -2.564 -0.701
H -1.035 0.671 1.526 2.010 -1.793 -1.951
H -1.572 1.266 -0.965 -0.877 0.208 -0.716
```
Forces are in eV/Å.


Entry from OMol25: a gas-phase ion, CH6N5 (charge +1) (wB97M-V/def2-TZVPD).

Properties
gap between HOMO and LUMO	10.84	eV
SMILES string	[H]/N=N/NC(N)=[NH2+]
charge	+1
highest occupied orbital energy	-14.785	eV

```
12
Properties=species:S:1:pos:R:3:forces:R:3
H -2.062 1.639 -2.852 0.166 0.234 1.096
N -1.984 0.938 -2.086 0.651 0.384 -0.700
N -0.977 1.098 -1.393 -1.256 -2.371 -0.523
N -0.881 -0.131 -0.629 6.228 3.283 3.826
C 0.216 -0.212 0.355 -1.337 0.123 -2.986
N 1.283 0.593 0.305 -1.906 -0.604 -0.110
N 0.339 -1.196 1.235 -3.147 0.642 -2.850
H -1.526 -0.840 -0.674 -2.227 -1.758 -0.356
H 1.246 1.370 -0.305 0.382 0.927 -0.432
H 2.002 0.441 0.992 0.279 0.533 -0.233
H 1.099 -1.016 1.784 1.848 -0.978 2.434
H -0.376 -1.899 1.259 0.319 -0.415 0.834
```
Forces are in eV/Å.


Entry from OMol25: 2 unconnected molecules or ions with the total composition CH6NO (wB97M-V/def2-TZVPD).

Properties
gap between HOMO and LUMO	7.44	eV
charge	-1
highest occupied orbital energy	-2.715	eV

```
9
Properties=species:S:1:pos:R:3:forces:R:3
O -1.994 0.078 1.136 -0.325 0.189 0.111
H -2.428 -0.549 1.732 0.307 0.219 -0.112
C 0.859 0.252 -0.865 1.763 3.211 -0.331
N 0.551 -0.244 0.421 -0.999 3.087 1.751
H 0.012 0.936 -1.260 1.483 -0.931 0.123
H 1.241 -0.413 -1.631 -0.720 -0.867 -0.194
H 1.897 0.876 -0.773 -2.217 -0.362 -0.304
H 0.295 -1.163 0.385 -0.902 -2.874 -0.140
H -0.432 0.227 0.855 1.609 -1.673 -0.905
```
Forces are in eV/Å.


Entry from OMol25: 2 unconnected molecules or ions with the total composition CH6NO (wB97M-V/def2-TZVPD).

Properties
gap between HOMO and LUMO	6.61	eV
charge	-1
highest occupied orbital energy	-2.285	eV

```
9
Properties=species:S:1:pos:R:3:forces:R:3
O -2.714 -0.613 0.518 0.335 0.036 -0.173
H -2.991 0.036 -0.143 -0.012 -0.068 0.070
C 1.085 0.516 -0.294 0.189 0.582 0.087
N 0.427 -0.676 0.133 0.706 -0.897 -0.356
H 1.007 0.674 -1.375 -0.192 -0.018 0.016
H 2.163 0.462 -0.097 -0.039 -0.217 0.015
H 0.768 1.453 0.199 -0.208 -0.062 -0.068
H 0.842 -1.099 0.946 -0.263 0.142 0.124
H -0.589 -0.753 0.113 -0.517 0.501 0.285
```
Forces are in eV/Å.


Entry from OMol25: a gas-phase ion, CH6NO (charge +1) (wB97M-V/def2-TZVPD).

Properties
gap between HOMO and LUMO	12.18	eV
SMILES string	[NH3+]CO
charge	+1
highest occupied orbital energy	-16.316	eV

```
9
Properties=species:S:1:pos:R:3:forces:R:3
N -0.773 -0.545 0.047 1.945 -0.707 -3.572
C 0.246 0.562 -0.099 3.399 -3.828 2.281
O 1.663 -0.361 0.050 -3.538 2.654 -0.533
H -1.283 -0.654 0.885 -0.789 0.038 1.213
H -1.315 -0.510 -0.812 -1.390 0.416 0.384
H -0.282 -1.411 -0.219 0.450 -0.217 1.043
H 0.140 0.925 -1.110 0.384 0.821 0.285
H 0.184 1.063 0.868 0.208 1.106 -0.915
H 2.402 0.260 0.237 -0.668 -0.283 -0.187
```
Forces are in eV/Å.


Entry from OMol25: a gas-phase ion, CH6NO3P2 (charge -1) (wB97M-V/def2-TZVPD).

Properties
gap between HOMO and LUMO	8.40	eV
charge	-1
highest occupied orbital energy	-4.474	eV

```
13
Properties=species:S:1:pos:R:3:forces:R:3
C -0.295 -0.705 1.315 3.128 -1.087 0.147
N 2.324 -0.674 -0.039 -1.128 -1.849 -1.862
O 0.076 0.655 -1.088 0.490 -0.933 0.685
O 0.441 -2.030 -1.159 -0.886 -0.224 0.285
O -1.596 2.923 -0.756 0.210 1.665 0.805
P -1.686 1.590 -1.357 0.285 -2.567 -0.234
P 0.786 -0.958 -0.206 0.533 1.107 0.042
H -0.164 -1.688 1.883 -0.620 1.426 -0.600
H 0.087 0.177 1.906 -0.495 -1.015 -0.687
H -1.218 -0.521 0.852 -1.582 -0.021 0.177
H 2.434 -0.026 0.654 0.712 2.254 2.320
H 0.752 0.630 -1.776 -0.196 0.527 -0.394
H -1.942 0.628 -0.230 -0.450 0.716 -0.685
```
Forces are in eV/Å.


Entry from OMol25: 3 unconnected molecules or ions with the total composition CH6NO4 (wB97M-V/def2-TZVPD).

Properties
gap between HOMO and LUMO	8.78	eV
charge	-1
highest occupied orbital energy	-4.703	eV

```
12
Properties=species:S:1:pos:R:3:forces:R:3
N 0.416 -0.913 -0.747 -1.101 -0.089 1.078
C 1.020 0.334 -0.465 -0.470 2.093 0.977
O 0.876 0.863 0.727 0.303 -1.196 -3.285
O 1.495 0.881 -1.468 0.496 0.131 0.119
H 0.242 -1.530 0.005 -0.241 -0.196 1.279
H 0.804 -1.453 -1.462 0.882 -0.167 -1.494
H -1.990 1.480 -1.262 2.775 2.903 1.435
H -1.933 -0.035 -1.557 -1.623 2.955 0.152
O -2.535 0.831 -1.559 -0.939 -5.887 -1.504
H 0.912 0.081 1.995 0.548 1.585 -3.484
H -0.121 -0.297 2.940 -0.969 -0.063 0.269
O 0.815 -0.241 2.853 0.340 -2.069 4.458
```
Forces are in eV/Å.


Entry from OMol25: a molecular structure, CH6NO4PS2 (wB97M-V/def2-TZVPD).

Properties
gap between HOMO and LUMO	9.89	eV
charge	0
highest occupied orbital energy	-9.621	eV

```
15
Properties=species:S:1:pos:R:3:forces:R:3
C 1.733 -0.821 0.601 -3.827 -0.916 -2.020
N 0.758 0.359 -1.556 -2.686 -4.163 1.369
O -0.341 0.936 0.805 -1.163 -1.483 -1.155
O 1.734 1.896 0.186 -0.994 -2.248 -0.847
O -2.850 0.340 1.197 -0.259 0.192 0.969
O -2.230 1.165 -1.041 0.264 -0.336 -0.185
P -1.909 0.151 -0.038 -0.370 0.708 -0.114
S -1.398 -1.678 -0.418 -0.104 -0.166 0.006
S 0.895 0.703 -0.022 4.713 3.480 2.222
H 2.113 -1.331 -0.282 0.046 0.082 0.205
H 2.368 -0.843 1.394 2.419 1.505 1.982
H 0.921 -1.420 1.063 0.048 0.125 -0.912
H 0.813 0.917 -2.346 0.131 2.084 -1.028
H -2.573 0.049 2.076 0.051 -0.202 -0.295
H -0.035 -0.422 -1.618 1.733 1.338 -0.197
```
Forces are in eV/Å.


Entry from OMol25: 2 unconnected molecules or ions with the total composition CH6NOPS2 (wB97M-V/def2-TZVPD).

Properties
gap between HOMO and LUMO (alpha / beta)	6.02 / 6.02	eV
charge	0
highest occupied orbital energy (alpha / beta)	-8.483 / -8.487	eV

```
12
Properties=species:S:1:pos:R:3:forces:R:3
C 0.532 1.772 1.340 1.399 0.565 -0.717
N 1.118 -1.917 -1.299 -1.606 2.915 -0.002
O -1.554 -0.537 -1.522 0.390 0.164 -0.110
P -1.028 -0.393 0.002 0.646 0.692 -1.561
S -2.262 -0.748 1.460 1.129 -0.127 -1.101
S -0.369 1.690 -0.207 -0.929 -1.526 0.226
H 1.541 1.924 0.971 0.465 -0.375 0.407
H 0.453 0.821 1.831 0.012 -0.105 0.620
H 0.371 2.639 1.964 -0.866 -0.026 0.173
H 0.423 -2.490 -1.742 -0.556 -0.608 -0.057
H 1.595 -2.480 -0.652 0.671 -1.080 1.295
H -0.819 -0.282 -2.146 -0.757 -0.489 0.826
```
Forces are in eV/Å.


Entry from OMol25: 2 unconnected molecules or ions with the total composition CH6NOS (wB97M-V/def2-TZVPD).

Properties
gap between HOMO and LUMO	7.31	eV
charge	-1
highest occupied orbital energy	-3.036	eV

```
10
Properties=species:S:1:pos:R:3:forces:R:3
S -1.747 1.912 -0.453 -0.079 0.243 0.088
H -2.033 1.750 -1.753 0.061 -0.124 -0.017
N 0.598 -1.005 -0.685 -0.338 -0.230 0.136
C 0.893 -0.304 0.559 1.372 -0.224 -0.558
O -0.176 -0.163 1.433 -0.030 0.303 0.431
H 0.360 -1.974 -0.479 0.069 0.116 0.128
H -0.273 -0.602 -1.027 0.127 0.233 -0.191
H 1.727 -0.831 1.052 -0.496 -0.226 0.161
H 1.372 0.641 0.274 -0.611 0.267 0.026
H -0.721 0.575 1.079 -0.076 -0.357 -0.204
```
Forces are in eV/Å.


Entry from OMol25: 2 unconnected molecules or ions with the total composition CH6NOS (wB97M-V/def2-TZVPD).

Properties
gap between HOMO and LUMO (alpha / beta)	8.68 / 6.46	eV
expectation value of S²	2.008
charge	+1
2S+1	3
highest occupied orbital energy (alpha / beta)	-12.551 / -15.360	eV

```
10
Properties=species:S:1:pos:R:3:forces:R:3
C 1.834 0.707 0.344 3.788 5.810 2.163
N -1.710 -0.722 0.493 -0.414 1.878 1.145
O 0.599 -0.414 -1.538 -0.327 1.418 -1.602
S 0.900 -0.517 -0.013 -3.659 -6.374 0.602
H 1.823 1.605 -0.302 0.317 -0.415 0.712
H 2.347 0.670 1.353 -0.392 0.124 -1.566
H -1.793 0.211 0.077 -0.076 -0.527 -0.106
H -2.174 -0.633 1.417 0.583 -0.552 -0.664
H -2.136 -1.419 -0.087 -0.096 -0.541 -0.299
H 0.310 0.512 -1.744 0.276 -0.820 -0.386
```
Forces are in eV/Å.


Entry from OMol25: CH6NP in the gas phase (wB97M-V/def2-TZVPD).

Properties
gap between HOMO and LUMO	9.69	eV
SMILES string	CPN
charge	0
highest occupied orbital energy	-9.256	eV

```
9
Properties=species:S:1:pos:R:3:forces:R:3
C -1.313 -0.088 -0.047 -2.097 -1.676 -1.111
P 0.047 0.849 0.766 2.507 -0.291 -1.456
N 2.013 -0.053 0.258 -3.029 0.271 -0.418
H -1.749 -0.976 0.523 1.012 1.087 -0.462
H -0.947 -0.469 -1.021 -0.071 -0.095 0.520
H -2.294 0.434 -0.395 1.908 0.036 0.979
H 0.154 1.711 -0.420 0.189 -0.463 1.028
H 1.840 -0.626 -0.603 0.035 0.759 0.701
H 2.248 -0.783 0.939 -0.453 0.372 0.219
```
Forces are in eV/Å.


What are the energy relative to the best compared isomer or geometry (same formula, charge and spin) values for these records? In order: 37.02, 6.32, 17.99, 5.28, 37.45, 52.45, 24.21, 27.26, 94.88, 3.94, 28.90, 35.22 kcal/mol.
What are the largest force on an atom values for these records? In order: 0.0927, 0.1558, 0.0717, 0.0233, 0.1090, 0.0645, 0.1196, 0.1219, 0.0647, 0.0291, 0.1434, 0.0597 hartree/bohr.